Record 1
Here is a 13-piece molecular cluster, C3H31O12S overall from the Open Molecules 2025 dataset. Energies are from the ωB97M-V functional and the def2-TZVPD basis.

The geometry in XYZ format:
```
47
Properties=species:S:1:pos:R:3
C -0.290 -0.277 2.087
C 0.019 -0.361 0.599
C 0.738 -1.647 0.213
S 2.358 -1.862 1.077
H -0.934 -1.189 2.378
H -0.842 0.659 2.347
H 0.557 -0.217 2.640
H -0.933 -0.311 0.044
H 0.592 0.461 0.335
H 0.950 -1.645 -0.866
H 0.095 -2.567 0.385
H 0.939 2.410 1.345
H 0.154 3.192 0.303
O 0.134 2.948 1.216
H 1.853 1.488 -4.200
H 3.340 1.278 -4.334
O 2.554 1.462 -4.889
H 2.914 1.016 -0.395
H 3.136 -0.288 -1.203
O 3.030 0.672 -1.306
H -1.175 2.950 -1.287
H 0.156 2.697 -1.918
O -0.323 3.341 -1.397
H 0.869 -2.564 2.753
H 0.817 -4.081 2.784
O 0.334 -3.319 3.067
H 1.577 1.136 -2.158
H 0.329 0.618 -2.767
O 0.935 1.416 -2.767
H -1.177 -3.286 2.228
H -1.647 -3.771 0.903
O -1.956 -3.306 1.657
H -2.650 -1.835 1.332
H -4.090 -1.225 1.360
O -3.190 -1.024 1.043
H 3.475 1.454 1.721
H 2.407 0.256 1.498
O 2.640 1.272 1.279
H -1.398 2.259 0.913
H -2.434 1.138 1.104
O -2.278 1.946 0.630
H -3.093 -0.360 -0.580
H -2.657 1.091 -0.823
O -2.942 0.215 -1.333
H -1.601 -0.289 -2.217
H -0.482 -1.309 -2.108
O -0.809 -0.643 -2.692
```

Computed properties:
molar mass	291.3	g/mol
charge	-1
E_tot	-39023.7358	eV
2S+1	1

Atom charges from the natural (NBO) analysis, given in e for atoms 1 to 6: C -0.6106; C -0.4415; C -0.5067; S -0.6516; H 0.1907; H 0.2030

=====

Record 2
Here is one molecule with the formula C5H6O2 from the Open Molecules 2025 dataset. Energies are from the ωB97M-V functional and the def2-TZVPD basis.

The geometry in XYZ format:
```
13
Properties=species:S:1:pos:R:3
C -1.659 -0.807 -0.110
C -0.264 -0.340 0.152
C 0.315 1.395 -0.012
C 0.859 0.150 -0.623
C 1.772 -0.456 0.436
O 2.871 -0.383 0.873
O 0.523 -0.886 1.169
H -2.315 -0.502 0.712
H -1.761 -1.897 -0.225
H -1.999 -0.317 -1.026
H 0.503 1.642 1.023
H 0.261 2.290 -0.670
H 0.895 0.110 -1.701
```

Computed properties:
SMILES	C[C@]12C[C@H]1C(=O)O2
molar mass	98.1	g/mol
charge	0
E_tot	-9374.0171	eV
2S+1	1

Atom charges from the natural (NBO) analysis, given in e for atoms 1 to 6: C -0.6482; C 0.3676; C -0.4880; C -0.4132; C 0.8011; O -0.5005

=====

Record 3
Here is a 2-piece molecular cluster, C8H13NO4PS overall from the Open Molecules 2025 dataset. Energies are from the ωB97M-V functional and the def2-TZVPD basis.

The geometry in XYZ format:
```
28
Properties=species:S:1:pos:R:3
C 1.542 -1.893 0.163
C 1.895 -1.729 1.648
C 0.036 0.114 -0.515
C 0.807 -0.646 1.626
C 0.747 1.396 -0.111
C 1.995 1.625 -0.967
C -0.191 2.588 -0.140
C -2.653 -1.937 -1.064
N 0.579 -0.942 0.243
O -2.246 0.572 1.751
O 1.922 -2.617 -0.730
O -3.109 0.912 -0.682
O -2.498 -1.420 0.223
P -2.286 0.207 0.326
S 1.316 1.113 1.642
H 1.727 -2.586 2.297
H 2.900 -1.334 1.796
H 0.048 -0.078 -1.585
H -0.063 -0.762 2.274
H 2.595 2.439 -0.565
H 1.708 1.873 -1.989
H 2.606 0.721 -0.991
H 0.306 3.483 0.232
H -1.059 2.371 0.476
H -0.532 2.762 -1.159
H -3.024 -1.162 -1.739
H -3.373 -2.760 -1.019
H -1.696 -2.313 -1.440
```

Computed properties:
molar mass	250.2	g/mol
charge	-1
E_tot	-38314.1041	eV
2S+1	1

Atom charges from the natural (NBO) analysis, given in e for atoms 1 to 6: C 0.6888; C -0.5149; C -0.3300; C -0.1408; C -0.1378; C -0.6227

=====

Record 4
Here is a 2-piece molecular cluster, C5H5NO4S overall from the Open Molecules 2025 dataset. Energies are from the ωB97M-V functional and the def2-TZVPD basis.

The geometry in XYZ format:
```
16
Properties=species:S:1:pos:R:3
C -2.716 1.996 -0.446
C -0.693 0.833 0.116
C -1.673 1.722 0.230
C 1.232 -0.149 0.440
C 0.666 -0.690 -0.855
N -3.824 2.343 -0.817
O -2.112 -2.753 -0.589
O -1.952 -1.583 1.510
O 0.336 0.804 0.922
O -0.702 -0.184 -0.883
S -2.493 -1.598 0.200
H 1.283 -1.043 1.111
H 2.221 0.422 0.597
H 0.950 -0.236 -1.832
H 0.514 -1.838 -1.003
H -4.424 3.183 -0.619
```

Computed properties:
molar mass	175.2	g/mol
charge	0
E_tot	-25776.9026	eV
2S+1	1

Atom charges from the natural (NBO) analysis, given in e for atoms 1 to 6: C 0.4674; C 0.6297; C -0.4579; C -0.1319; C -0.1322; N -0.6979

=====

What max |F| values result from the calculations? In sequence: 0.0787 0.0315 0.0623 0.0716 Eh/bohr.
What HOMO-LUMO gap values result from the calculations? In sequence: 7.4 9.5 7.4 8.3 eV.
What relative energy (zero: lowest compared OMol25 entry of this formula, charge and spin) values result from the calculations? In sequence: 0.0 71.0 0.0 61.5 kcal per mole.